Formula: C30H70N10O10
Source: the OMol25 dataset
Level of theory: ωB97M-V/def2-TZVPD

Values from the calculation:
Structure (SMILES) ... CNC(C)=O.CNC(C)=O.CNC(C)=O.CNC(C)=O.CNC(C)=O.CNC(C)=O.CNC(C)=O.CNC(C)=O.CNC(C)=O.CNC(C)=O
Orbital gap ... 8.943 eV
HOMO level ... -8.637 eV

The geometry in XYZ format:
```
120
Properties=species:S:1:pos:R:3:forces:R:3:mulliken_charge:R:1
C -2.1988 -4.8969 0.0085 -0.178 -0.305 -0.207 -0.392
N -2.4037 -5.4414 -1.3280 0.305 -0.044 0.434 -0.144
C -2.2887 -4.6986 -2.4402 -0.634 0.761 -0.359 0.720
C -2.4357 -5.4225 -3.7494 0.223 -0.596 -0.062 -1.271
O -2.1416 -3.4794 -2.4143 0.422 -0.186 0.141 -0.555
H -1.1967 -5.0952 0.3916 0.035 -0.103 -0.141 0.282
H -2.9197 -5.3996 0.6513 0.008 0.345 0.258 0.356
H -2.3564 -3.8231 -0.0213 -0.212 -0.031 0.165 -0.156
H -2.7028 -6.3960 -1.3961 0.190 -0.106 -0.177 0.217
H -1.4665 -5.8323 -4.0458 0.036 0.151 -0.005 0.276
H -2.7745 -4.7389 -4.5199 -0.055 0.036 0.035 0.307
H -3.1000 -6.2854 -3.6714 -0.125 0.114 -0.027 0.370
C 5.6927 -0.1783 -5.2614 0.196 -0.041 -0.904 -0.951
N 4.2865 -0.3033 -4.9529 0.350 -0.593 0.000 -0.208
C 3.4803 0.7776 -4.8665 -0.606 0.962 0.195 0.715
C 2.0248 0.5202 -4.5454 -0.287 -1.096 0.485 -0.332
O 3.8989 1.9195 -4.9944 0.113 -0.288 -0.053 -0.668
H 6.3434 -0.0876 -4.3936 -0.143 0.285 0.132 0.274
H 5.8006 0.6649 -5.9431 0.203 0.263 0.392 0.293
H 6.0624 -1.0258 -5.8440 -0.329 -0.231 0.195 0.371
H 3.8872 -1.2227 -4.9092 -0.124 0.048 0.091 0.260
H 1.3345 0.6454 -5.3774 0.268 0.354 -0.174 0.358
H 1.6769 1.1275 -3.7127 0.139 0.310 -0.180 -0.306
H 1.8639 -0.5105 -4.2024 0.143 -0.002 -0.107 0.198
C 3.1931 -2.2212 -0.6946 1.113 0.060 -0.547 -0.674
N 3.0155 -3.6477 -0.4782 -0.330 1.069 0.110 0.009
C 2.0417 -4.2761 0.2265 0.372 -1.180 0.373 0.065
C 1.0421 -3.4555 1.0000 0.555 0.089 0.314 0.534
O 2.0316 -5.5023 0.2893 -0.172 0.385 -0.144 -0.720
H 2.7641 -1.8443 -1.6272 -0.408 -0.078 0.186 0.269
H 4.2722 -2.0947 -0.8463 -0.064 0.160 0.076 0.363
H 2.9458 -1.5504 0.1242 -0.402 -0.308 0.106 -0.043
H 3.7008 -4.2218 -0.9337 -0.178 -0.446 0.050 0.258
H 0.2381 -3.1388 0.3391 -0.060 0.238 0.186 -0.483
H 1.5333 -2.6207 1.5038 -0.114 0.348 -0.482 -0.189
H 0.6705 -4.0535 1.8288 -0.246 -0.317 -0.344 0.712
C 0.7414 1.6768 4.2171 0.285 0.801 0.041 -1.051
N 0.5887 0.2989 3.8399 0.079 -0.071 -0.335 0.320
C -0.5858 -0.3333 3.8537 -0.683 -0.585 1.177 0.858
C -0.4887 -1.8323 3.6796 -0.519 -0.139 -0.792 -0.755
O -1.6567 0.1923 4.1731 0.185 0.185 -0.519 -0.704
H 1.5930 1.8418 4.8764 0.098 -0.374 0.000 0.351
H -0.1380 2.0499 4.7357 -0.147 -0.350 -0.004 0.462
H 0.9036 2.3416 3.3647 -0.017 -0.112 -0.136 0.174
H 1.3972 -0.2493 3.5625 0.196 0.519 0.288 -0.079
H -1.2376 -2.2011 2.9712 -0.024 0.295 -0.093 0.008
H -0.7716 -2.3251 4.6087 0.380 0.128 0.194 0.386
H 0.4867 -2.1341 3.3098 0.096 -0.154 0.347 0.117
C -1.4036 4.2030 -2.0178 0.017 0.588 -0.062 -0.803
N -2.3040 3.0996 -2.2673 -0.619 0.337 0.463 -0.048
C -2.0386 1.9569 -2.9227 0.311 -0.991 -0.279 0.825
C -3.2164 0.9886 -3.0941 -0.079 1.242 -0.396 -1.270
O -0.9384 1.6751 -3.3702 0.161 0.164 0.140 -0.565
H -1.3393 4.4463 -0.9545 0.094 -0.312 0.063 0.115
H -1.7963 5.1124 -2.4814 0.050 -0.083 -0.177 0.424
H -0.4212 4.0040 -2.4342 -0.209 -0.116 0.023 0.197
H -3.2585 3.2597 -1.9957 -0.027 -0.085 -0.050 0.216
H -3.0238 0.3999 -3.9847 0.109 -0.309 0.203 0.351
H -4.0988 1.6000 -3.3130 -0.157 -0.233 0.170 0.484
H -3.4074 0.3795 -2.2148 0.155 -0.112 -0.001 0.057
C -4.7753 -0.9743 3.9000 0.665 0.112 -0.171 -0.765
N -5.3402 -1.2076 2.5807 -0.421 0.526 0.346 -0.093
C -4.6926 -1.8489 1.5979 0.110 -1.050 -0.301 0.544
C -5.4507 -2.0894 0.2954 0.149 0.496 0.360 -0.940
O -3.5682 -2.3152 1.7409 0.010 0.313 0.013 -0.551
H -4.8619 -1.8604 4.5268 -0.157 0.047 0.124 0.343
H -5.2385 -0.1041 4.3595 -0.296 -0.159 0.040 0.369
H -3.7148 -0.7276 3.8258 0.012 -0.137 -0.106 0.101
H -6.2541 -0.8314 2.4034 -0.043 -0.152 -0.139 0.251
H -5.3780 -3.1446 0.0476 0.080 -0.016 -0.030 0.296
H -4.9442 -1.5095 -0.4771 -0.067 -0.112 -0.144 0.085
H -6.5007 -1.8005 0.3382 0.021 0.046 0.005 0.396
C 5.1470 -2.1648 2.3090 0.022 0.201 -0.220 -0.913
N 4.9976 -0.7509 1.9902 0.074 -0.580 -0.058 -0.150
C 4.0577 0.0331 2.5470 -0.350 0.376 -0.061 0.478
C 3.9460 1.4106 1.9751 -0.304 0.522 0.050 -0.105
O 3.3188 -0.3255 3.4609 0.247 -0.475 -0.061 -0.813
H 4.2028 -2.5251 2.7093 0.081 -0.062 0.191 0.261
H 5.9645 -2.3351 3.0070 -0.120 -0.004 0.211 0.324
H 5.3737 -2.7284 1.4044 -0.061 0.076 -0.073 0.322
H 5.4614 -0.3940 1.1757 0.101 0.071 -0.001 0.291
H 4.4065 1.5450 0.9987 0.166 -0.010 0.065 0.399
H 4.3334 2.1455 2.6824 0.203 -0.059 -0.091 0.323
H 2.8933 1.6735 1.8812 -0.010 -0.152 -0.032 -0.375
C -1.3064 -0.8787 -0.2682 0.174 0.533 0.241 -0.159
N 0.0514 -0.5011 -0.6515 -1.120 -0.153 0.083 0.742
C 0.6984 0.6113 -0.2783 0.619 -0.326 0.132 0.423
C 0.0514 1.6107 0.6571 -0.177 0.017 -0.115 1.175
O 1.8412 0.8051 -0.6960 0.114 0.203 0.044 -0.888
H -1.7099 -1.5405 -1.0303 -0.038 -0.185 0.158 0.521
H -1.9468 0.0009 -0.1878 0.021 0.061 -0.202 -0.681
H -1.3195 -1.3297 0.7245 -0.095 -0.316 -0.100 -0.176
H 0.4488 -1.0299 -1.4085 0.312 0.122 -0.014 0.362
H -0.6459 1.2533 1.4159 0.050 -0.452 -0.184 -0.450
H -0.5080 2.3110 0.0288 0.112 0.160 0.053 -0.407
H 0.8515 2.1308 1.1763 -0.029 0.211 -0.167 -0.496
C -3.7507 1.4424 1.4566 -0.245 0.290 0.412 -0.791
N -3.5080 2.8515 1.1642 -0.259 -1.366 0.009 -0.006
C -2.7204 3.7260 1.8323 -0.826 1.376 -0.260 0.537
C -2.2910 3.3975 3.2357 0.499 -0.307 -0.456 -0.572
O -2.5080 4.8350 1.3423 0.256 -0.507 0.141 -0.703
H -3.8804 0.9281 0.5044 0.272 -0.207 0.079 0.145
H -4.6722 1.2727 2.0215 -0.014 0.234 0.013 0.565
H -2.9501 1.0137 2.0575 0.107 -0.156 -0.263 -0.058
H -3.9509 3.1402 0.3118 0.323 0.642 -0.045 0.271
H -1.2004 3.3433 3.2239 -0.075 0.046 0.145 -0.189
H -2.6715 2.4518 3.6104 -0.013 0.055 0.134 0.275
H -2.5770 4.2389 3.8603 -0.056 -0.020 0.055 0.483
C 2.1955 3.5627 -2.1019 -1.013 -1.270 0.446 -0.514
N 2.5785 3.5451 -0.6999 0.065 1.128 -0.494 0.279
C 2.7105 4.6282 0.1009 0.185 -0.684 0.881 0.951
C 2.1035 5.9445 -0.3320 -0.252 -0.244 -0.163 -1.121
O 3.1924 4.4883 1.2275 -0.172 0.252 -0.217 -0.680
H 2.2074 4.5468 -2.5545 0.485 0.012 -0.007 0.584
H 1.1712 3.1730 -2.1985 0.167 0.146 -0.019 -0.383
H 2.7753 2.8011 -2.6207 0.406 0.554 -0.327 0.181
H 2.6819 2.6359 -0.2743 0.177 -0.045 -0.125 -0.314
H 1.1518 5.7099 -0.8155 -0.011 0.288 -0.023 0.152
H 2.7013 6.5437 -1.0167 0.167 -0.177 -0.051 0.325
H 1.9198 6.5245 0.5671 0.032 0.009 0.013 0.353
```
Forces are in eV/Å.

***

Formula: C27H45BCaN7SeSi3
Source: the OMol25 dataset
Level of theory: ωB97M-V/def2-TZVPD

Values from the calculation:
Orbital gap ... 6.525 eV
HOMO level ... -4.119 eV
Charge ... -1

The geometry in XYZ format:
```
85
Properties=species:S:1:pos:R:3:forces:R:3:mulliken_charge:R:1
Ca -0.4083 0.1057 -0.2468 0.161 -0.641 -0.836 1.248
B -2.8998 -1.0991 2.1362 -0.070 0.071 -0.061 0.564
N -3.4946 -0.1587 1.0465 -0.013 -0.014 0.206 -0.367
C -4.7754 0.1463 0.8158 -0.014 0.062 -0.039 -0.290
C -4.8264 1.1990 -0.0842 0.023 -0.033 0.040 -1.126
C -3.4852 1.4795 -0.3489 -0.048 -0.050 -0.128 -0.643
N -2.6930 0.6535 0.3353 0.072 0.185 -0.106 0.732
N -2.1317 -2.2730 1.4829 0.141 0.121 0.131 0.072
C -2.4224 -3.5719 1.5978 -0.040 0.016 0.008 -0.570
C -1.4486 -4.3017 0.9467 0.048 -0.095 -0.084 -1.272
C -0.5835 -3.3329 0.4420 0.188 -0.069 -0.188 -0.844
N -0.9848 -2.1060 0.7733 -0.345 -0.113 0.242 0.768
H -3.8156 -1.5626 2.7731 0.002 -0.002 0.018 -0.254
H -2.1352 -0.4455 2.8022 0.012 -0.039 -0.005 -0.400
H -5.5590 -0.3955 1.3181 -0.003 -0.004 -0.001 0.471
H -5.6983 1.6865 -0.4833 -0.004 0.002 -0.003 0.404
H -3.0528 2.2179 -1.0075 -0.016 -0.005 -0.002 0.342
H -3.3053 -3.8814 2.1313 0.003 0.007 0.011 0.474
H -1.3869 -5.3698 0.8311 0.014 0.000 0.001 0.513
H 0.2772 -3.4623 -0.1943 0.013 0.040 -0.014 0.463
C 3.7192 3.0523 3.0810 0.016 -0.028 0.028 -0.728
C 2.8184 4.0748 2.5671 -0.015 0.005 -0.042 -0.818
C 1.8524 3.7554 1.6958 0.003 -0.026 -0.001 -0.286
C 1.6641 2.3873 1.2285 0.184 -0.014 -0.018 -0.715
C 2.4190 1.2541 1.9139 -0.052 0.011 0.055 1.035
C 3.5232 1.7659 2.8022 0.047 0.003 -0.012 -0.804
N 0.9482 2.1147 0.1770 0.030 0.031 0.327 0.207
N 0.4421 3.1911 -0.4691 -0.322 -0.010 -0.594 -0.777
C -0.2102 2.9208 -1.6261 0.077 -0.084 0.143 -0.039
C -0.5569 4.0501 -2.4262 -0.063 -0.052 0.063 -0.580
C -1.1962 3.8708 -3.6174 -0.011 -0.032 -0.013 -0.365
C -1.5000 2.5704 -4.0608 -0.008 0.016 0.005 -0.693
C -1.1413 1.5259 -3.2475 0.052 -0.132 0.069 -0.039
N -0.5335 1.6677 -2.0570 0.057 0.554 0.295 0.046
H 4.5329 3.3463 3.7338 0.003 0.003 -0.001 0.380
H 2.9408 5.0992 2.8976 -0.003 0.002 0.000 0.331
H 1.1867 4.4994 1.2851 -0.005 0.009 0.015 0.459
H 2.9241 0.7091 1.1088 -0.026 -0.035 -0.039 0.386
H 4.1772 1.0219 3.2376 0.006 0.000 -0.022 0.154
H -0.2858 5.0293 -2.0569 -0.006 0.003 0.004 0.436
H -1.4554 4.7303 -4.2255 -0.001 -0.004 -0.005 0.366
H -1.9877 2.3840 -5.0065 0.001 0.009 -0.012 0.453
H -1.3229 0.4958 -3.5432 0.025 0.110 0.038 -0.247
C 1.5559 1.8548 5.3634 -0.001 0.005 -0.007 -1.158
Si 0.4982 0.9323 4.1088 -0.011 -0.004 -0.035 0.303
C -0.8008 2.1071 3.4447 -0.017 0.024 0.008 -0.618
C -0.3547 -0.4112 5.1043 -0.012 0.009 0.031 -1.248
C 1.5217 0.2176 2.6719 0.113 -0.151 -0.127 4.724
Si 2.3804 -1.4720 2.8724 -0.004 0.000 -0.011 0.611
C 1.2122 -2.7740 3.5407 0.016 -0.020 0.019 -0.962
C 2.9003 -2.0604 1.1577 0.021 0.009 0.044 -1.010
C 3.8988 -1.4606 3.9873 -0.017 -0.004 0.015 -1.423
H 0.9867 1.9282 6.2950 -0.010 0.016 0.000 0.418
H 1.8032 2.8625 5.0312 0.004 0.001 -0.005 0.292
H 2.4914 1.3365 5.5825 -0.004 -0.016 0.012 0.291
H -1.4448 2.4361 4.2659 0.000 0.007 0.006 0.491
H -1.4437 1.6256 2.7045 0.021 0.023 0.006 -0.141
H -0.3578 2.9927 2.9872 0.001 0.005 0.015 0.299
H -1.1237 0.0714 5.7146 -0.001 0.003 0.012 0.412
H 0.3444 -0.9047 5.7844 -0.006 0.012 -0.011 0.297
H -0.8466 -1.1665 4.4956 -0.018 0.006 -0.011 0.243
H 0.7766 -0.1358 1.9359 -0.189 0.089 0.197 -3.789
H 0.2673 -2.7764 2.9930 0.008 0.001 0.030 0.050
H 0.9979 -2.6665 4.6033 0.035 -0.022 -0.022 0.380
H 1.6796 -3.7513 3.3869 -0.002 -0.010 -0.010 0.402
H 2.1556 -2.7539 0.7633 0.010 0.032 -0.006 0.150
H 3.8530 -2.5942 1.2009 -0.002 -0.015 0.012 0.470
H 3.0152 -1.2650 0.4195 0.015 0.012 -0.012 0.275
H 3.7053 -0.9915 4.9548 -0.010 0.016 -0.001 0.340
H 4.7538 -0.9614 3.5296 0.015 -0.011 -0.001 0.405
H 4.1900 -2.4984 4.1729 0.002 0.000 0.013 0.390
C -2.8789 -2.2054 -2.0998 0.008 -0.059 0.025 -0.585
Si -1.4684 -2.5642 -3.3013 -0.076 -0.024 0.086 0.728
C -1.3817 -4.4381 -3.5107 -0.004 0.021 0.016 -1.159
C -2.0266 -1.8720 -4.9733 -0.007 -0.017 -0.001 -1.281
Se 0.4877 -1.7442 -2.6407 0.051 0.248 0.333 -0.588
H -3.8187 -2.6307 -2.4661 -0.016 0.006 -0.015 0.543
H -3.0317 -1.1284 -1.9783 -0.011 0.023 0.011 -0.025
H -2.6784 -2.6319 -1.1131 -0.041 0.023 -0.085 0.068
H -2.3136 -4.8417 -3.9189 -0.001 -0.003 0.008 0.353
H -1.1920 -4.9146 -2.5461 0.007 0.000 0.006 0.276
H -0.5621 -4.7050 -4.1812 -0.005 -0.005 -0.008 0.292
H -2.7379 -2.5609 -5.4399 -0.028 0.027 -0.014 0.380
H -1.1794 -1.7429 -5.6483 0.018 -0.015 -0.006 0.308
H -2.5240 -0.9036 -4.8669 0.036 -0.029 0.006 0.353
```
Forces are in eV/Å.

***

Formula: C3H7NS2
Source: the OMol25 dataset
Level of theory: ωB97M-V/def2-TZVPD

Values from the calculation:
Orbital gap ... 5.606 eV
HOMO level ... -5.798 eV

The geometry in XYZ format:
```
13
Properties=species:S:1:pos:R:3:forces:R:3:mulliken_charge:R:1
C -0.1113 1.4991 0.2613 -0.887 2.955 7.068 -0.623
C -1.1666 0.7535 1.0100 -0.133 1.343 0.174 -0.052
C 0.5532 -1.0793 -1.2557 0.518 -1.142 -1.222 0.050
H 0.1124 2.4400 0.7746 -0.341 0.676 0.924 0.472
H -0.4926 1.7777 -0.7387 -1.321 2.514 2.201 0.196
H 0.8083 0.9086 0.1690 -0.254 1.984 2.715 0.197
H -2.1058 1.2982 1.1381 -0.064 -0.221 -0.379 0.304
H 0.8250 -1.2084 0.7534 0.055 -0.246 0.088 0.151
H 0.9895 -2.7180 -0.0882 -0.053 0.229 -0.165 0.224
H 0.5629 -1.7386 -2.1251 -0.487 -0.495 0.053 0.308
N 0.8090 -1.7239 -0.1125 1.234 -0.104 -1.158 -0.296
S -1.0330 -0.7342 1.6192 -0.890 0.647 1.084 -0.321
S 0.2490 0.5254 -1.4053 2.623 -8.139 -11.384 -0.609
```
Forces are in eV/Å.